C5H14Br3CuNO | the ωB97M-V functional and the def2-TZVPD basis

```
25
Properties=species:S:1:pos:R:3:forces:R:3:lowdin_charge:R:1
Br 2.1653 -1.4573 3.4621 -0.443 1.531 0.030 -0.417
Br 2.6314 3.6596 2.1587 -0.750 -1.365 0.861 -0.400
Br 3.8054 1.7462 5.9975 -0.503 -0.084 -0.530 0.070
Cu 1.7986 1.4917 3.8688 1.393 -0.184 -0.645 -0.057
O -1.0719 -2.2588 -2.3205 -0.017 1.219 -0.401 -0.065
N -0.1077 0.0590 -0.3424 -1.975 1.147 -0.442 -0.286
C 0.3105 1.1289 -1.4162 0.617 -1.584 2.152 0.042
C -1.5927 -0.3937 -0.7519 0.869 -2.092 -0.738 -0.083
C -1.7929 -1.0207 -2.1765 0.792 0.292 0.394 -0.211
C 0.9085 -1.1466 -0.2379 -1.636 2.080 -0.946 0.046
C -0.3632 0.7742 1.0083 0.119 -0.826 -0.532 -0.014
H -1.8259 -1.2781 -0.1591 0.236 0.272 0.790 0.119
H -0.6932 0.0141 1.7164 0.170 -0.044 -0.016 0.095
H -2.8467 -1.1598 -2.4176 -0.282 -0.086 0.668 0.122
H 1.8312 -0.7201 0.1555 -0.239 -0.417 0.541 0.093
H -1.1832 1.4773 0.8620 0.258 0.094 -0.100 0.097
H 0.3424 -1.8811 0.3351 0.835 -0.071 0.189 0.095
H -0.5316 1.8189 -1.4718 0.199 -0.202 -0.678 0.108
H 0.6646 0.5267 -2.2528 -0.656 0.553 -0.426 0.099
H 0.5187 1.2818 1.3991 0.185 -0.076 -0.371 0.034
H -1.4956 -0.3188 -2.9556 0.603 -0.309 -0.104 0.111
H 1.0456 -1.4224 -1.2835 0.008 -0.430 0.261 0.085
H 1.1803 1.6419 -1.0057 -0.072 0.122 0.071 0.101
H -1.3395 -2.9059 -1.6637 -0.306 0.034 0.114 0.091
H -2.3583 0.3430 -0.5084 0.595 0.425 -0.140 0.126
```
Positions in Å, forces in eV/Å.

The molar mass is 407.43 g mol⁻¹. For the HOMO energy (alpha / beta), the calculation gives -8.3 / -8.2 eV. The total energy is -9691.32266 hartree. As for the energy above the lowest of the compared OMol25 structures with the same formula, charge and spin: 109.5 kJ/mol. Its spin multiplicity is 2.

***

C5H14Br4NO2V | the ωB97M-V functional and the def2-TZVPD basis

```
27
Properties=species:S:1:pos:R:3:forces:R:3:lowdin_charge:R:1
Br -2.2707 6.1836 -2.8346 0.873 -0.699 0.358 -0.345
Br -1.0924 2.3605 -3.0143 0.367 0.542 0.632 -0.329
Br -1.8760 3.8434 0.9012 0.484 0.087 -1.061 -0.286
Br 0.2920 7.0758 -0.0837 -0.275 -1.047 -0.709 -0.333
V -0.4855 4.6727 -1.4015 -0.872 0.022 2.115 0.039
O -1.9188 -2.8260 0.6864 0.257 -0.207 -0.403 -0.045
O 0.7808 3.9707 -0.8048 -0.250 0.325 -1.063 -0.553
N 0.5344 -0.8578 0.2509 -0.260 0.188 -1.838 -0.356
C 1.8375 -1.3636 -0.2576 0.474 -0.520 0.511 -0.010
C -0.3881 -0.9198 -0.9546 -0.196 1.503 0.200 0.003
C 0.0468 -1.6807 1.4102 0.509 0.234 -0.124 -0.094
C 0.6863 0.5816 0.6694 0.174 -0.113 1.299 0.023
C -0.5625 -3.0245 1.0356 -0.108 0.593 0.980 -0.237
H 1.6804 -2.4123 -0.5011 0.221 0.052 -0.284 0.096
H -2.3104 -3.6937 0.5392 -0.137 0.118 -0.035 0.101
H 2.6278 -1.3032 0.4924 -0.293 0.065 0.273 0.107
H -0.5417 -3.6165 1.9549 0.318 -0.173 -0.055 0.127
H 0.1209 -0.3083 -1.6977 -0.241 -0.080 -0.247 0.068
H 0.9414 -1.8102 2.0209 -0.131 -0.192 0.177 0.136
H 0.0545 -3.5163 0.2798 -0.234 -0.142 -0.178 0.113
H -0.6194 -1.9088 -1.3327 0.262 -0.161 0.376 0.102
H -1.2875 -0.3674 -0.6883 -0.148 -0.212 -0.073 0.115
H -0.2083 0.9074 1.1996 -0.063 -0.037 -0.101 0.088
H 2.1951 -0.7975 -1.1122 -0.426 0.053 -0.130 0.118
H 0.8803 1.3387 -0.0859 -0.005 -0.478 -0.690 0.101
H 1.5274 0.5250 1.3612 -0.064 0.459 0.153 0.108
H -0.6444 -1.0529 1.9676 -0.236 -0.181 -0.081 0.145
```
Positions in Å, forces in eV/Å.

The molar mass is 490.73 g mol⁻¹. For the HOMO energy (alpha / beta), the calculation gives -4.3 / -4.3 eV. The total energy is -11644.33537 hartree. As for the charge: -1. As for the energy above the lowest of the compared OMol25 structures with the same formula, charge and spin: 121.7 kJ/mol. Its spin multiplicity is 2.

***

C5H14CdO2Si | the ωB97M-V functional and the def2-TZVPD basis

```
23
Properties=species:S:1:pos:R:3:forces:R:3:lowdin_charge:R:1
Cd 1.9017 3.4911 2.0711 0.070 0.703 -0.299 1.684
Si 0.0253 1.2214 -0.4188 -1.059 -0.248 -1.762 0.690
O -1.8319 -0.0284 -1.3860 0.710 0.053 0.144 -0.090
O 1.3264 2.0860 0.7142 0.077 -0.269 1.437 -0.408
C 1.1558 -0.0843 -1.0582 0.428 0.102 0.158 -0.256
C 1.6518 -1.1664 -0.0888 0.139 -0.079 -0.070 -0.278
C 0.6268 -2.2532 0.2239 -0.163 -0.026 0.014 -0.080
C -1.3331 0.8946 0.7727 -0.009 0.370 0.940 -0.243
C -2.4322 0.3496 -0.1387 -0.321 0.013 0.149 -0.248
H 0.8166 -2.7345 1.1810 0.066 -0.003 0.014 0.088
H 0.5897 -0.5038 -1.8964 0.174 -0.079 -0.057 0.101
H -1.0601 0.2312 1.5997 -0.038 -0.146 -0.128 0.092
H 0.6354 -3.0417 -0.5272 -0.012 0.075 -0.100 0.095
H 1.9975 0.4545 -1.5046 0.031 -0.079 -0.057 0.094
H -2.9980 -0.4663 0.3071 0.056 -0.061 -0.044 0.137
H 2.5309 -1.6269 -0.5403 0.041 -0.026 0.088 0.119
H -0.3926 -1.8587 0.2692 -0.021 0.010 0.103 0.054
H 1.2716 1.3941 1.4093 0.216 -0.485 -0.558 0.011
H -1.4333 -0.9103 -1.3063 -0.469 0.054 -0.098 0.089
H -1.6650 1.8342 1.2276 0.006 -0.026 0.075 0.085
H -0.2803 2.2812 -1.3857 0.211 0.196 0.230 0.043
H -3.1270 1.1528 -0.3672 -0.074 -0.079 -0.160 0.132
H 2.0242 -0.7163 0.8423 -0.057 0.029 -0.018 0.090
```
Positions in Å, forces in eV/Å.

The molar mass is 246.66 g mol⁻¹. For the HOMO energy, the calculation gives -17.2 eV. The total energy is -805.87698 hartree. As for the charge: +2.

***

C5H14IN3 | the ωB97M-V functional and the def2-TZVPD basis

```
23
Properties=species:S:1:pos:R:3:forces:R:3:lowdin_charge:R:1
I -4.9107 0.2602 -0.1742 0.184 0.028 -0.008 1.083
N 1.2368 1.9703 0.1990 0.565 0.224 -0.110 0.063
N -3.0225 -0.0507 0.6039 0.431 0.049 0.016 -0.363
N 0.5350 -0.3786 -0.0928 0.430 0.714 -1.011 -0.312
C 1.2645 0.9821 -0.7766 -0.611 -0.301 0.931 -0.091
C 1.5474 -1.0114 0.7704 0.649 -0.369 0.563 0.003
C -1.8907 0.2312 0.0618 -0.855 -0.083 -0.123 -0.114
C -0.6015 0.0407 0.7501 0.226 0.279 0.764 -0.106
C 0.1951 -1.2940 -1.1926 -0.153 -0.619 -0.551 0.003
H -1.9091 0.6777 -0.9303 -0.153 -0.006 0.028 0.142
H -0.7008 -0.6378 1.6010 0.026 0.039 -0.081 0.157
H 2.0878 2.1299 0.7213 0.012 0.024 -0.110 0.128
H -3.0453 -0.4670 1.5435 0.148 0.111 -0.309 0.118
H -0.2841 -2.1980 -0.8176 0.020 0.024 0.118 0.128
H 1.1680 -1.9444 1.1839 -0.155 0.033 -0.001 0.125
H 0.7764 2.8361 -0.0259 -0.042 0.116 -0.131 0.123
H 2.4409 -1.2485 0.1957 -0.086 0.086 -0.137 0.122
H -0.4580 -0.8221 -1.9233 -0.023 0.121 0.048 0.107
H -0.2627 1.0431 1.1301 -0.377 -0.507 0.015 0.153
H 2.2463 0.6119 -1.0621 -0.077 -0.107 0.040 0.146
H 1.1090 -1.5912 -1.7088 -0.018 0.090 0.080 0.127
H 1.8256 -0.3493 1.5878 -0.106 0.105 -0.007 0.121
H 0.6528 1.2099 -1.6443 -0.034 -0.052 -0.024 0.139
```
Positions in Å, forces in eV/Å.

The molar mass is 243.09 g mol⁻¹. For the HOMO energy, the calculation gives -17.6 eV. The total energy is -660.20087 hartree. As for the charge: +2. As for the energy above the lowest of the compared OMol25 structures with the same formula, charge and spin: 0.0 kJ/mol.

***

C5H14N2 | the ωB97M-V functional and the def2-TZVPD basis

```
21
Properties=species:S:1:pos:R:3:forces:R:3:lowdin_charge:R:1
N 1.5976 -2.7387 0.6234 0.703 0.894 -0.849 -0.071
N 1.1068 0.6881 1.1492 -1.573 -0.400 -1.060 0.001
C -2.3513 1.0303 0.2081 2.702 -0.785 1.855 -0.206
C 1.3311 -1.6103 -0.2139 -1.658 3.579 -2.671 -0.473
C -0.0586 0.6009 -1.0301 2.717 1.228 2.167 -0.231
C -1.1523 1.6304 -0.6065 -1.548 1.326 -1.444 -0.294
C 0.4867 -0.2741 0.2018 -1.007 0.477 -0.427 -0.454
H -0.6754 2.5139 -0.0623 -0.485 -1.404 -0.483 0.093
H 1.7930 0.0934 1.5367 1.664 0.278 1.020 -0.018
H 0.8310 1.2227 -1.3667 -0.768 -0.510 0.233 0.100
H -2.9436 1.8096 0.7220 -0.039 -0.418 -0.648 0.049
H 1.4566 1.4756 0.5894 0.524 -0.691 0.622 0.043
H -1.8562 0.3960 1.0857 -1.356 1.293 -1.698 0.077
H 2.1772 -1.1639 -0.7318 0.667 -0.411 0.191 0.065
H 2.0565 -2.4974 1.4985 -0.371 -0.022 -0.009 0.001
H -0.4652 -0.6311 0.5984 0.365 -0.333 0.453 0.061
H 0.6576 -1.8255 -1.1293 0.998 -0.942 1.335 0.078
H -1.6879 2.1762 -1.5496 1.497 -1.330 1.710 0.119
H 0.6975 -3.1258 0.7192 -1.119 -1.165 1.069 -0.026
H -2.8723 0.3364 -0.4469 -0.476 0.125 0.237 0.041
H -0.1290 -0.1066 -1.7953 -1.438 -0.789 -1.601 0.046
```
Positions in Å, forces in eV/Å.

The molar mass is 102.18 g mol⁻¹. For the HOMO energy (alpha / beta), the calculation gives 1.4 / -4.9 eV. The total energy is -308.28965 hartree. As for the charge: -1. As for the energy above the lowest of the compared OMol25 structures with the same formula, charge and spin: 192.7 kJ/mol. Its spin multiplicity is 2.

***

C5H14N2 | the ωB97M-V functional and the def2-TZVPD basis

```
21
Properties=species:S:1:pos:R:3:forces:R:3:lowdin_charge:R:1
N -0.7398 0.7218 -1.9147 -0.310 0.327 -0.690 0.023
N 0.6253 1.2862 0.4539 -0.351 -1.640 -0.069 -0.105
C -0.1582 -0.8926 1.5289 0.168 0.091 -0.372 -0.062
C 0.1557 -0.2002 0.2073 0.714 3.463 1.096 -0.357
C -1.4526 -1.5450 -1.0961 -0.483 2.305 -0.101 -0.044
C -1.0211 0.0000 -0.7174 -0.295 -3.797 -0.384 -0.423
C 2.0387 1.4478 0.7125 0.153 -0.162 0.076 -0.162
H 0.6885 -0.7974 2.2064 0.039 -0.041 0.076 0.070
H 0.0864 1.6823 1.2191 0.001 -0.234 -0.025 0.096
H -2.0364 -1.9768 -0.2884 0.076 -0.153 0.054 0.057
H -1.0283 -0.4317 1.9951 -0.085 0.020 0.050 0.082
H 2.2654 2.5055 0.8650 0.013 -0.059 0.004 0.074
H 0.0423 0.3223 -2.4217 -0.012 0.105 0.084 0.077
H -0.3648 -1.9495 1.3821 -0.020 -0.113 0.057 0.070
H -2.0827 -1.4666 -1.9779 -0.174 -0.132 -0.063 0.058
H -1.8572 0.4736 -0.1954 0.089 -0.050 0.031 0.137
H 2.5955 1.1127 -0.1665 0.050 0.043 0.067 0.074
H 2.4152 0.8889 1.5844 0.027 0.032 -0.046 0.068
H 0.9833 -0.6910 -0.3138 -0.096 0.054 -0.056 0.135
H -0.6114 -2.1844 -1.3552 0.249 0.137 0.196 0.066
H -0.5438 1.6941 -1.7076 0.248 -0.197 0.015 0.067
```
Positions in Å, forces in eV/Å.

The molar mass is 102.18 g mol⁻¹. For the HOMO energy, the calculation gives -8.7 eV. The total energy is -308.39013 hartree. As for the energy above the lowest of the compared OMol25 structures with the same formula, charge and spin: 86.5 kJ/mol.